Record 1
The following is a quantum chemistry calculation of a molecular structure, C34H30Cl2N9O6STi, from the Open Molecules 2025 dataset.

XYZ file:
```
83
Properties=species:S:1:pos:R:3:forces:R:3:mulliken_charge:R:1
Ti 0.7063 0.0795 1.7150 0.7 -0.5 -0.4 -0.41
Cl -2.7296 -0.4671 -0.9800 0.0 0.0 0.1 -0.13
Cl -0.6028 -2.0642 -5.6863 0.0 0.0 0.0 -0.21
S 2.0001 -4.6749 0.7314 0.0 0.0 0.0 -0.40
O 0.5903 -0.3835 -0.3707 -0.1 -0.1 0.3 -0.36
O -1.0342 -1.0192 1.9378 -0.1 0.5 0.0 -0.30
O -0.7426 1.5592 1.1221 0.0 -0.2 0.0 -0.15
O -2.6793 -3.1554 1.9280 0.0 0.0 0.0 -0.25
O 1.6727 1.8675 1.1090 -0.1 -0.3 0.0 -0.40
O 2.6096 -0.7389 0.3743 0.0 0.3 0.0 -0.74
N -0.4973 -0.9761 -2.8841 0.0 0.0 0.1 0.39
N 2.3675 0.5149 3.2037 -0.1 0.3 0.0 0.40
N -0.4341 -5.1358 1.6704 0.0 0.0 0.1 -0.35
N -1.4971 0.2491 3.7939 0.0 0.1 0.1 -1.60
N -0.1682 0.5068 3.6348 0.0 0.1 0.1 1.27
N 1.4637 -2.1705 2.2762 -0.2 0.0 -0.4 0.06
N -0.3377 2.3976 0.2553 -0.1 0.0 0.0 -0.97
N 0.5168 -3.2042 2.4002 0.0 -0.1 0.1 -0.50
N 0.9247 2.5130 0.2343 -0.1 -0.1 0.0 1.16
C -1.8486 -0.5756 2.8274 0.0 -0.1 -0.1 0.89
C -4.9900 -2.5362 2.0551 0.0 0.0 0.0 -0.75
C 1.8036 -0.6989 -0.5841 0.0 0.1 0.1 1.17
C 0.8718 1.8196 -4.9205 -0.1 0.0 0.0 -0.95
C 0.6518 -4.3243 1.6382 0.0 0.0 0.0 0.31
C -4.2592 -0.1038 3.1416 0.0 0.0 0.0 -0.65
C -3.2397 -1.9620 -5.1867 0.0 0.0 0.0 -0.61
C 2.5893 0.9226 -3.5233 0.0 0.1 0.0 -0.50
C 4.1863 1.7207 4.9022 -0.1 0.0 0.0 -0.28
C -4.1851 -1.3089 -3.0836 0.0 0.0 0.0 -0.76
C -4.3485 -1.7610 -4.3828 0.0 0.0 0.0 -0.45
C 1.5535 3.3591 -0.7289 0.1 0.1 -0.1 0.46
C -3.6457 -2.2370 2.2283 0.0 0.1 0.0 0.79
C 2.9264 3.5301 -0.6504 0.0 -0.1 0.1 -0.47
C -5.6011 -0.4016 2.9757 0.0 0.0 0.0 -0.87
C 0.8039 3.9748 -1.7234 0.0 0.0 0.0 -0.28
C 1.9446 1.1733 4.3032 -0.1 -0.1 0.0 0.75
C 3.5565 4.3515 -1.5732 0.0 0.0 0.0 -0.55
C 2.1858 1.8399 -4.4843 0.0 0.0 0.1 -0.82
C 0.4975 1.1325 4.5271 0.1 0.0 0.0 -0.40
C 2.2184 -1.0219 -1.9955 0.0 0.0 0.0 -1.79
C 0.3849 -0.0236 -3.4372 -0.1 0.0 -0.1 0.47
C -0.0235 0.9012 -4.3922 0.0 0.1 -0.1 0.04
C 1.4489 4.7951 -2.6316 0.0 0.0 0.0 -0.59
C -2.9161 -1.0334 -2.6071 0.0 0.0 0.0 0.52
C -5.9626 -1.6196 2.4193 0.0 0.0 0.0 -0.55
C 1.7131 -0.0186 -3.0001 0.1 0.0 0.0 0.56
C -1.9738 -1.7068 -4.6879 0.0 0.0 0.0 0.97
C 4.6162 1.0480 3.7718 0.0 0.0 0.0 -0.96
C -1.7705 -1.2089 -3.3946 0.0 0.0 -0.1 -0.77
C 3.6698 0.4683 2.9390 0.0 0.0 0.0 -0.24
C 2.8280 1.7878 5.1748 0.1 0.0 0.0 -1.02
C 2.8217 4.9905 -2.5601 0.0 0.0 0.0 -0.56
C -3.2662 -1.0019 2.7584 0.0 0.1 0.0 0.28
H 3.3171 5.6298 -3.2793 0.0 0.0 0.0 0.42
H -5.3389 -1.9675 -4.7654 0.0 0.0 0.0 0.36
H 4.8994 2.1917 5.5661 0.0 0.0 0.0 0.42
H -0.4262 -2.8362 2.4871 0.0 0.1 -0.1 0.34
H 2.8896 2.5588 -4.8820 0.0 0.0 0.0 0.44
H -0.3083 -6.0517 1.2772 0.0 0.0 0.0 0.23
H 3.3040 -1.0776 -2.0306 0.0 0.0 0.0 0.60
H -0.2603 3.8009 -1.7842 0.0 0.0 0.0 0.46
H 0.5332 2.5258 -5.6685 0.0 0.0 0.0 0.42
H 2.4543 2.3062 6.0471 0.0 0.0 0.0 0.46
H 3.6170 0.9240 -3.1770 0.0 0.0 0.0 0.36
H 0.8729 5.2746 -3.4124 0.0 0.0 0.0 0.40
H -5.0345 -1.1540 -2.4327 0.0 0.0 0.0 0.45
H -3.0601 -3.8517 1.3823 0.0 0.0 0.0 0.26
H -5.2719 -3.4978 1.6394 0.0 0.0 0.0 0.37
H 0.0407 1.5617 5.4130 0.0 -0.1 0.0 0.37
H -1.0543 0.8988 -4.7257 0.0 0.0 0.0 0.55
H -0.4531 -0.9560 -1.8680 0.0 0.0 0.0 -0.29
H 3.4758 3.0172 0.1248 0.0 0.0 0.0 0.46
H 2.1724 -2.2791 2.9965 -0.1 0.0 0.1 0.25
H -1.1055 -5.0233 2.4133 0.0 0.0 0.0 0.22
H 5.6653 0.9765 3.5235 0.0 0.0 0.0 0.44
H -7.0063 -1.8656 2.2721 0.0 0.0 0.0 0.41
H 4.6284 4.4905 -1.5177 0.0 0.0 0.0 0.38
H -3.3406 -2.3378 -6.1952 0.0 0.0 0.0 0.43
H -6.3574 0.3152 3.2650 0.0 0.0 0.0 0.39
H 3.9436 -0.0377 2.0217 0.0 0.0 0.0 0.65
H -3.9477 0.8479 3.5494 0.0 0.0 0.0 0.45
H 1.9683 -2.3384 1.4000 0.1 0.0 0.0 0.10
H 1.8126 -2.0143 -2.2203 0.0 0.0 0.0 0.28
```
Forces are in eV/Å.

Total energy: -120439.0180 eV
<S²>: 0.756
Kohn-Sham gap (spin up / spin down): 0.2515 / 0.2513 hartree
Charge: 0
2S+1: 2
LUMO energy (spin up / spin down): -0.611 / -0.757 eV


Record 2
The following is a quantum chemistry calculation of a molecular structure, C34H30ClMoO2P2S3Sb, from the Open Molecules 2025 dataset.

XYZ file:
```
74
Properties=species:S:1:pos:R:3:forces:R:3:mulliken_charge:R:1
Sb 0.5271 3.2610 -3.8791 0.1 0.1 0.5 0.69
Mo 1.1724 0.8891 -0.7293 -0.5 1.0 0.8 -0.46
Cl -6.6464 4.6652 -0.8416 -0.1 0.0 0.0 -0.11
S 1.9817 3.1078 -1.8972 0.0 -0.1 -0.4 0.19
S 1.8689 -0.1374 -2.4055 0.2 -0.4 -0.4 -0.29
S 0.5677 4.6614 -1.9302 -0.1 0.1 -0.2 -0.20
P -0.5216 -0.9555 -0.4876 -0.1 -0.2 0.0 1.73
P 1.3921 0.1809 1.6710 0.1 0.0 -0.1 2.75
O -0.6328 1.8183 -0.9319 0.0 -0.1 0.0 -0.10
O -0.9445 2.0821 -3.1165 0.2 0.1 -0.2 -0.74
C -0.8807 -3.5975 0.1256 0.0 0.0 0.0 -0.75
C -1.7348 -0.5428 0.8211 0.1 0.1 0.0 -0.89
C -3.0052 -1.4067 -4.3090 0.0 0.0 0.0 -0.73
C 2.3162 -1.1320 2.4670 0.0 0.1 0.0 1.14
C -0.1595 0.5148 2.5371 0.1 0.0 0.0 -1.04
C 4.3252 3.5336 0.7640 0.0 0.0 0.0 -0.57
C 2.3675 2.8946 2.0445 0.0 0.2 0.0 -1.23
C 3.5829 -1.5207 2.0231 0.0 0.0 0.0 -0.32
C -2.8014 -0.5416 -2.0729 0.1 0.0 0.0 -0.46
C 2.4028 1.6448 1.4243 0.0 -0.5 -0.2 0.85
C 3.6935 -3.1436 3.7939 0.0 0.0 0.0 -0.57
C 1.4328 -2.9382 -0.1244 -0.1 0.0 0.0 -0.26
C -3.0453 3.1202 -0.3279 0.1 0.0 0.0 0.10
C 3.3396 3.8244 1.7149 -0.1 0.0 0.0 -0.74
C -3.5381 -0.7041 -3.2383 0.0 0.0 0.0 -0.70
C -1.7343 -1.9639 -4.2172 0.0 0.0 0.0 -0.84
C 3.3387 1.3903 0.3936 -0.1 0.2 0.2 -0.57
C -1.5200 -1.0858 -1.9840 0.1 0.0 -0.1 1.45
C -5.1283 3.9731 -1.1478 0.2 -0.1 0.0 0.40
C 4.2655 -2.5201 2.6902 0.0 0.0 0.0 -0.98
C -0.9930 -1.8085 -3.0582 -0.1 0.0 0.0 -0.91
C -3.5095 3.1369 -2.7062 0.1 -0.1 -0.1 -0.39
C -1.3591 2.2389 -1.8908 -0.2 -0.1 0.0 1.03
C 4.3219 2.3284 0.0855 0.0 0.1 -0.1 -1.02
C -2.6438 2.8397 -1.6449 0.0 0.0 0.3 0.08
C 2.4403 -2.7538 4.2406 0.0 0.0 0.0 -1.05
C -4.7422 3.6958 -2.4593 -0.1 0.0 -0.1 -1.00
C -1.1984 -0.5793 2.2478 0.0 0.0 0.0 -1.13
C -0.4793 -4.8911 0.4026 0.0 0.0 0.0 -0.83
C -4.2717 3.6870 -0.0802 0.0 0.0 0.1 -1.03
C 1.7479 -1.7470 3.5845 0.0 0.0 0.0 -0.41
C 1.8284 -4.2406 0.1479 0.1 0.1 0.0 -0.69
C 0.0804 -2.6095 -0.1237 0.0 0.0 0.0 1.02
C 0.8761 -5.2097 0.4178 -0.1 0.0 0.0 -0.71
H -3.2151 2.9005 -3.7200 0.0 0.0 0.0 0.50
H -2.3708 2.9153 0.4938 0.0 0.0 0.0 0.33
H 5.2511 -2.8093 2.3507 0.0 0.0 0.0 0.47
H -1.2188 -5.6570 0.5941 0.0 0.0 0.0 0.49
H 1.9969 -3.2208 5.1094 0.0 0.0 0.0 0.48
H -3.5909 -1.5403 -5.2089 0.0 0.0 0.0 0.47
H 2.8785 -4.5016 0.1387 0.0 0.0 0.0 0.53
H -2.1474 0.4412 0.5890 0.0 0.0 0.0 0.10
H 0.0423 0.6106 3.6054 0.0 0.0 0.0 0.77
H -4.5398 -0.2983 -3.2989 0.0 0.0 0.0 0.53
H -2.5496 -1.2613 0.7227 0.0 0.0 0.0 0.84
H 2.1700 -2.1834 -0.3589 0.1 0.0 0.0 0.11
H 5.0683 2.1142 -0.6683 0.0 0.0 0.0 0.53
H -5.4183 3.9220 -3.2728 0.0 0.0 0.0 0.47
H 3.3761 0.3906 -0.0561 0.2 -0.1 -0.1 0.24
H 3.3549 4.7802 2.2230 0.0 0.0 0.0 0.52
H 4.2322 -3.9261 4.3112 0.0 0.0 0.0 0.47
H -0.5138 1.4876 2.1825 0.0 0.0 0.0 0.33
H -1.9379 -3.3620 0.0809 0.0 0.0 0.0 0.35
H 0.7839 -1.4477 3.9694 0.0 0.0 0.0 0.29
H 5.0937 4.2655 0.5518 0.0 0.0 0.0 0.47
H -0.7867 -1.5682 2.4544 0.0 0.0 0.0 0.37
H 1.1841 -6.2259 0.6264 0.0 0.0 0.0 0.47
H -1.3309 -2.5372 -5.0413 0.0 0.0 0.0 0.49
H 1.6336 3.1127 2.8098 0.0 0.0 0.0 0.55
H -4.5841 3.9218 0.9283 0.0 0.0 0.0 0.46
H -0.0181 -2.2750 -2.9748 0.0 0.0 0.0 0.46
H -3.2452 -0.0139 -1.2393 0.0 0.0 0.0 0.41
H 4.0566 -1.0544 1.1709 0.0 0.0 0.0 0.34
H -2.0339 -0.4388 2.9336 0.0 0.0 0.0 0.48
```
Forces are in eV/Å.

Total energy: -111816.2788 eV
<S²>: 0.761
Kohn-Sham gap (spin up / spin down): 0.2292 / 0.2463 hartree
Charge: +3
2S+1: 2
LUMO energy (spin up / spin down): -9.876 / -9.671 eV